Version 1
The following is a DFT calculation (wB97M-V/def2-TZVPD) of the molecule C2H3N3S3.

HOMO energy	-8.89	eV
HOMO-LUMO gap	8.47	eV

ORCA input file:
```
! wB97M-V def2-TZVPD RIJCOSX def2/J DEFGRID3
* xyz 0 1
H 3.18365 0.16573 -0.12421
N 2.65729 -0.10096 -0.97472
C 1.40314 -0.02174 -0.53340
N 1.01058 0.44425 0.82113
S -0.44599 1.38195 0.79907
C -1.79804 0.31192 0.39754
S -3.40226 0.30801 0.92471
N -1.33223 -0.57588 -0.49105
S 0.03676 -0.31050 -1.59093
H 0.79268 -0.39348 1.60446
H -2.10560 -1.20930 -0.83258
*
```

In elementary charge units, the natural (NBO) charges are:
1 H 0.355
2 N -0.598
3 C 0.200
4 N -0.811
5 S 0.481
6 C -0.116
7 S -0.112
8 N -0.753
9 S 0.490
10 H 0.425
11 H 0.439

Version 2
The following is a DFT calculation (wB97M-V/def2-TZVPD) of the molecule C2H3N3S3.

HOMO energy (spin up / spin down)	-7.65 / -7.77	eV
HOMO-LUMO gap (spin up / spin down)	6.99 / 7.09	eV

ORCA input file:
```
! wB97M-V def2-TZVPD RIJCOSX def2/J DEFGRID3
* xyz 0 1
C 1.16721 1.20436 0.02671
C 1.13533 -1.39002 0.09109
N -0.15981 0.92039 -0.17028
N -0.63418 -0.24813 -0.65370
N -1.80999 -0.46586 -0.06124
S 1.69595 2.74124 -0.06640
S 1.19892 -2.95138 -0.16068
S 2.24457 -0.13852 0.00845
H -0.80597 1.71406 0.24864
H -1.83451 0.00688 0.82291
H -2.19754 -1.39303 -0.08550
*
```

In elementary charge units, the natural (NBO) charges are:
1 C -0.169
2 C -0.443
3 N -0.464
4 N -0.009
5 N -0.608
6 S -0.072
7 S 0.131
8 S 0.481
9 H 0.410
10 H 0.346
11 H 0.396

Short version: version 2 is the least stable of them.

Version 1
The following is a DFT calculation (wB97M-V/def2-TZVPD) of a cluster of 2 separate species, CH4FN2O in total.

HOMO energy (spin up / spin down)	-18.00 / -17.98	eV
HOMO-LUMO gap (spin up / spin down)	9.11 / 9.10	eV

ORCA input file:
```
! wB97M-V def2-TZVPD RIJCOSX def2/J DEFGRID3
* xyz 1 1
C -0.27302 0.22835 -0.10206
N 0.37355 -0.65017 0.86635
N 0.14760 -0.96002 2.03215
O 0.38408 -1.59107 2.95538
F -1.57218 0.06345 2.31642
H 0.24264 1.18457 -0.33397
H -0.20086 -0.30100 -0.97391
H -1.26640 0.58439 0.10209
H 1.06475 -1.13659 0.25286
*
```

In elementary charge units, the natural (NBO) charges are:
1 C -0.439
2 N -0.223
3 N 0.684
4 O 0.045
5 F -0.386
6 H 0.285
7 H 0.239
8 H 0.308
9 H 0.487

Version 2
The following is a DFT calculation (wB97M-V/def2-TZVPD) of a cluster of 2 separate species, CH4FN2O in total.

HOMO energy (spin up / spin down)	-15.11 / -14.68	eV
HOMO-LUMO gap (spin up / spin down)	8.73 / 7.75	eV

ORCA input file:
```
! wB97M-V def2-TZVPD RIJCOSX def2/J DEFGRID3
* xyz 1 1
C -0.11214 0.56688 0.45442
N -0.80669 0.91945 1.45209
N 0.02972 -1.42853 -1.10265
O 1.06530 -1.12962 -1.83941
F 0.83853 1.37385 -0.05931
H -1.60631 0.48195 1.85830
H -0.50139 1.60823 2.25642
H -0.90423 -1.02455 -1.57791
H 1.99720 -1.36765 -1.44195
*
```

In elementary charge units, the natural (NBO) charges are:
1 C 0.617
2 N -0.766
3 N -0.003
4 O -0.378
5 F -0.293
6 H 0.452
7 H 0.445
8 H 0.387
9 H 0.537

Short version: version 1 is the least stable of them.

Version 1
The following is a DFT calculation (wB97M-V/def2-TZVPD) of a cluster of 2 separate species, C4H10INO2 in total.

HOMO energy (spin up / spin down)	-9.02 / -6.74	eV
HOMO-LUMO gap (spin up / spin down)	9.67 / 6.68	eV

ORCA input file:
```
! wB97M-V def2-TZVPD RIJCOSX def2/J DEFGRID3
* xyz 0 1
C 0.37167 -0.44953 -1.42168
C -0.13837 -2.32186 0.87002
C -0.46163 2.83228 0.24438
C 1.23309 -0.89922 -0.29798
N -0.39393 0.59404 1.49782
O 1.19679 -2.07331 0.27944
O -0.84123 1.38453 0.41226
I 3.12008 0.04974 -0.22638
H 0.80894 0.28036 -2.04320
H 0.01438 -1.29737 -2.03634
H -0.62197 0.07253 -1.02998
H -0.55031 -1.26993 0.98477
H -0.00320 -2.76612 1.78699
H -0.66148 -2.94145 0.11788
H -0.48652 3.32085 1.30716
H -1.24168 3.29930 -0.40134
H 0.45350 2.96812 -0.27885
H 0.34984 0.96195 2.14857
*
```

In elementary charge units, the natural (NBO) charges are:
1 C -0.770
2 C -0.284
3 C -0.274
4 C 0.232
5 N -0.290
6 O -0.550
7 O -0.392
8 I 0.081
9 H 0.233
10 H 0.224
11 H 0.265
12 H 0.247
13 H 0.190
14 H 0.182
15 H 0.194
16 H 0.203
17 H 0.194
18 H 0.315

Version 2
The following is a DFT calculation (wB97M-V/def2-TZVPD) of a cluster of 2 separate species, C4H10INO2 in total.

HOMO energy (spin up / spin down)	-7.04 / -8.20	eV
HOMO-LUMO gap (spin up / spin down)	7.56 / 8.75	eV

ORCA input file:
```
! wB97M-V def2-TZVPD RIJCOSX def2/J DEFGRID3
* xyz 0 1
C -0.10504 -1.39262 1.53763
C 1.35029 -2.03299 -0.79064
C -0.91671 2.92729 -0.84659
C -0.47834 -0.83255 0.21462
N 0.18681 1.43908 0.68798
O 0.15877 -1.22257 -0.92561
O -1.00750 2.07026 0.29200
I -2.53725 -0.54483 -0.15198
H -0.82283 -2.05033 1.91142
H 0.87944 -1.91032 1.38686
H 0.06967 -0.67075 2.29024
H 2.32933 -1.40599 -0.76836
H 1.34170 -2.66175 -1.64049
H 1.39248 -2.63173 0.12626
H -1.95244 3.27898 -1.04925
H -0.59789 2.21287 -1.78845
H -0.32512 3.90976 -0.59259
H 1.03464 1.51818 0.10697
*
```

In elementary charge units, the natural (NBO) charges are:
1 C -0.740
2 C -0.260
3 C -0.291
4 C 0.275
5 N -0.354
6 O -0.542
7 O -0.397
8 I 0.156
9 H 0.229
10 H 0.209
11 H 0.261
12 H 0.183
13 H 0.204
14 H 0.182
15 H 0.200
16 H 0.187
17 H 0.190
18 H 0.308

Short version: version 1 is the least stable of them.

Version 1
The following is a DFT calculation (wB97M-V/def2-TZVPD) of the molecule C6H6N2O2.

HOMO energy	-8.66	eV
HOMO-LUMO gap	8.70	eV

ORCA input file:
```
! wB97M-V def2-TZVPD RIJCOSX def2/J DEFGRID3
* xyz 0 1
O -3.81966 -0.14670 0.13030
C -2.59769 -0.38286 -0.16487
O -2.01540 -1.60503 0.16443
C -1.84097 0.95782 -0.24957
C -0.53763 1.33783 -0.01514
C 0.54418 0.55149 -0.00350
C 1.86394 0.78617 0.03826
N 2.49612 -0.41884 0.07903
C 1.53700 -1.41585 -0.20570
N 0.36557 -0.82977 -0.25114
H -1.00097 -1.48911 0.00306
H -2.50085 1.71051 -0.36306
H -0.11769 2.43322 0.27034
H 2.50209 1.61450 0.28538
H 3.43379 -0.58284 0.41598
H 1.68817 -2.52052 -0.13380
*
```

In elementary charge units, the natural (NBO) charges are:
1 O -0.581
2 C 0.725
3 O -0.694
4 C -0.248
5 C -0.182
6 C 0.009
7 C -0.031
8 N -0.525
9 C 0.206
10 N -0.486
11 H 0.495
12 H 0.219
13 H 0.219
14 H 0.223
15 H 0.425
16 H 0.226

Version 2
The following is a DFT calculation (wB97M-V/def2-TZVPD) of a cluster of 2 separate species, C6H6N2O2 in total.

HOMO energy	-9.82	eV
HOMO-LUMO gap	10.15	eV

ORCA input file:
```
! wB97M-V def2-TZVPD RIJCOSX def2/J DEFGRID3
* xyz 0 1
O 0.60543 1.14121 -1.84387
C -0.13189 0.58268 -0.97558
C -1.56323 1.04175 -0.69362
C -2.29536 0.55299 0.28863
N -1.85637 -0.71772 0.71655
C -0.64024 -1.33995 0.41565
O -0.17600 -2.39462 0.88450
N 0.23589 -0.52635 -0.32695
H -1.86350 1.95539 -1.08603
H -3.25552 1.07567 0.56564
H -2.09408 -0.94261 1.76909
H 1.13091 -1.05481 -0.64668
C 3.47409 -0.17207 0.20442
C 2.49303 0.45625 0.48603
H 4.25757 -0.95432 -0.23817
H 1.67925 1.29650 0.48038
*
```

In elementary charge units, the natural (NBO) charges are:
1 O -0.599
2 C 0.626
3 C -0.344
4 C 0.034
5 N -0.632
6 C 0.787
7 O -0.592
8 N -0.640
9 H 0.228
10 H 0.244
11 H 0.425
12 H 0.472
13 C -0.271
14 C -0.276
15 H 0.270
16 H 0.269

Short version: version 2 is the least stable of them.